[1]
A molecular structure, C17H35AsBF4FeN3S2Si3, computed with ωB97M-V/def2-TZVPD.

- multiplicity = 5
- LUMO level (alpha / beta) (eV) = -0.789 / -0.809
- ⟨S²⟩ = 6.01
- frontier orbital gap (alpha / beta) (eV) = 7.3035 / 7.4459

The geometry in XYZ format:
```
67
Properties=species:S:1:pos:R:3:lowdin_spin:R:1
Fe -0.115 1.916 0.865 3.70
C 5.076 3.050 0.095 0.00
S 3.996 3.145 -1.341 0.00
C 2.398 2.921 -0.664 0.01
S 2.168 2.686 1.025 0.07
N 1.479 2.970 -1.597 0.00
N 0.236 2.751 -1.101 0.04
C -0.768 2.927 -1.868 0.01
C -2.092 2.700 -1.291 0.00
C -3.252 2.918 -2.019 0.00
C -4.476 2.750 -1.392 0.00
C -4.501 2.389 -0.056 0.00
C -3.298 2.184 0.603 0.00
N -2.118 2.311 -0.003 0.03
H 6.082 3.196 -0.297 0.00
H 5.008 2.078 0.576 0.00
H 4.846 3.833 0.812 0.00
H -0.652 3.264 -2.895 0.00
H -3.189 3.225 -3.055 0.00
H -5.396 2.916 -1.937 0.00
H -5.432 2.272 0.480 0.00
H -3.270 1.923 1.652 0.00
F -2.463 1.650 3.660 0.00
B -1.147 2.044 3.499 0.00
F -1.080 3.100 2.519 0.03
F -0.435 0.972 2.808 0.04
F -0.514 2.376 4.653 0.00
C -1.838 -0.984 -2.600 0.00
Si -0.024 -1.172 -2.168 0.00
C 0.559 -2.912 -2.541 0.00
C 1.013 -0.005 -3.198 0.00
As 0.164 -0.605 0.112 0.02
Si -1.342 -2.042 1.233 0.01
C -1.504 -3.702 0.376 0.00
C -0.774 -2.303 2.992 0.00
C -3.000 -1.181 1.264 0.00
Si 2.274 -1.425 0.781 0.00
C 3.543 -0.800 -0.442 0.00
C 2.620 -0.782 2.498 0.00
C 2.299 -3.300 0.787 0.00
H -1.992 -1.162 -3.668 0.00
H -2.194 0.023 -2.369 0.00
H -2.461 -1.692 -2.049 0.00
H 0.358 -3.134 -3.593 0.00
H 0.067 -3.671 -1.935 0.00
H 1.637 -2.997 -2.390 0.00
H 0.981 -0.337 -4.240 0.00
H 2.057 -0.002 -2.879 0.00
H 0.666 1.025 -3.157 0.00
H -0.546 -4.220 0.308 0.00
H -1.918 -3.609 -0.629 0.00
H -2.184 -4.328 0.960 0.00
H 0.169 -2.845 3.060 0.00
H -1.533 -2.886 3.522 0.00
H -0.661 -1.347 3.505 0.00
H -3.297 -0.797 0.286 0.00
H -2.963 -0.347 1.968 0.00
H -3.772 -1.875 1.608 0.00
H 3.463 0.280 -0.586 0.00
H 3.437 -1.284 -1.415 0.00
H 4.548 -1.020 -0.071 0.00
H 2.707 0.304 2.496 0.00
H 3.561 -1.205 2.862 0.00
H 1.831 -1.052 3.200 0.00
H 2.054 -3.716 -0.191 0.00
H 1.603 -3.716 1.516 0.00
H 3.302 -3.641 1.056 0.00
```

=====

[2]
A molecular structure, C17H35AsMoOSiTe2 at a distorted geometry, computed with ωB97M-V/def2-TZVPD.

- multiplicity = 3
- LUMO level (alpha / beta) (eV) = -8.213 / -7.469
- ⟨S²⟩ = 2.45
- total charge = +2
- frontier orbital gap (alpha / beta) (eV) = 5.8104 / 6.5590

The geometry in XYZ format:
```
58
Properties=species:S:1:pos:R:3:lowdin_spin:R:1
Mo -0.495 -0.351 -0.887 2.52
C -1.452 -4.513 -2.114 0.00
Si -2.568 -3.221 -1.378 0.01
C -3.866 -2.601 -2.575 0.00
C -3.219 -3.639 0.318 0.00
O -1.549 -1.821 -1.145 0.02
H -2.055 -5.283 -2.604 0.00
H -0.838 -5.012 -1.362 0.00
H -0.791 -4.091 -2.874 0.00
H -4.870 -2.813 -2.201 0.00
H -3.769 -3.089 -3.547 0.00
H -3.807 -1.521 -2.730 0.00
H -4.243 -4.012 0.240 0.00
H -3.254 -2.763 0.971 0.00
H -2.633 -4.421 0.806 0.00
C 0.687 -3.457 1.081 0.00
Te 0.575 -1.387 1.568 -0.02
C 2.690 -1.152 1.540 0.01
H 0.964 -3.594 0.040 0.00
H -0.278 -3.912 1.293 0.00
H 1.444 -3.884 1.734 0.00
H 3.071 -1.818 2.312 0.00
H 2.925 -0.126 1.787 0.00
H 3.080 -1.430 0.566 0.00
C 3.279 3.006 5.418 0.00
C 2.661 2.707 4.082 0.00
C 3.445 2.561 2.941 0.00
C 2.891 2.312 1.692 -0.01
C 3.778 2.182 0.482 -0.02
C 1.503 2.193 1.617 -0.03
Te 0.672 1.943 -0.317 -0.43
C 0.671 2.342 2.728 -0.01
C -0.833 2.289 2.642 -0.01
C 1.280 2.591 3.952 0.00
H 4.362 2.896 5.392 0.00
H 2.883 2.346 6.190 0.00
H 3.053 4.031 5.719 0.00
H 4.523 2.644 3.025 0.00
H 4.824 2.109 0.774 0.00
H 3.682 3.052 -0.173 0.00
H 3.544 1.291 -0.109 -0.01
H -1.187 1.479 1.999 0.00
H -1.234 3.223 2.240 0.00
H -1.273 2.141 3.626 0.00
H 0.655 2.709 4.831 0.00
C -0.222 2.614 -3.667 -0.01
As -1.142 0.998 -3.144 0.00
C -1.114 -0.134 -4.711 0.00
C -2.978 1.575 -2.957 0.01
H -0.608 2.923 -4.637 0.00
H 0.847 2.433 -3.743 0.00
H -0.411 3.398 -2.939 0.00
H -1.678 0.362 -5.498 0.00
H -1.571 -1.095 -4.486 0.00
H -0.088 -0.283 -5.039 0.00
H -3.352 1.894 -3.928 0.00
H -3.016 2.413 -2.265 0.00
H -3.598 0.766 -2.577 0.00
```

=====

Energy relative to the best compared isomer or geometry (same formula, charge and spin): 0.00; 1.83 (kcal per mole)
Electronic energy: -6422.11573; -3872.95894 (hartree)